Formula: C20H46NO2
Source: the Open Molecules 2025 dataset
Level of theory: ωB97M-V/def2-TZVPD

CARTESIAN COORDINATES (ANGSTROEM)
C1 -0.936 6.228 0.574
O1 -0.696 4.858 0.869
C2 -0.115 4.191 -0.247
C3 -1.124 3.274 -1.021
C4 -2.292 2.716 -0.136
C5 -3.480 3.690 0.046
C6 -4.232 3.961 -1.308
N1 -5.141 5.134 -1.110
C7 -5.723 5.300 0.260
C8 -5.246 4.289 1.361
O2 -4.498 3.166 0.913
H1 -1.752 6.354 -0.177
H2 -1.246 6.767 1.493
H3 -0.035 6.743 0.188
H4 0.233 4.967 -0.971
H5 0.809 3.653 0.050
H6 -1.518 3.741 -1.944
H7 -0.532 2.394 -1.353
H8 -1.949 2.338 0.849
H9 -2.683 1.817 -0.669
H10 -3.086 4.655 0.439
H11 -3.491 4.218 -2.085
H12 -4.802 3.069 -1.631
H13 -4.606 5.973 -1.344
H14 -5.910 5.123 -1.786
H15 -5.459 6.321 0.608
H16 -6.831 5.302 0.220
H17 -4.703 4.817 2.176
H18 -6.157 3.879 1.847
C9 0.880 -3.292 1.603
C10 0.087 -2.232 2.356
C11 -0.240 -1.007 1.502
C12 0.974 -0.224 0.997
C13 1.914 0.293 2.085
C14 1.249 1.287 3.031
H19 1.850 -2.914 1.275
H20 1.063 -4.155 2.246
H21 0.330 -3.637 0.725
H22 0.631 -1.935 3.257
H23 -0.853 -2.674 2.700
H24 -0.889 -0.339 2.077
H25 -0.829 -1.327 0.635
H26 0.614 0.628 0.407
H27 1.548 -0.846 0.303
H28 2.763 0.788 1.603
H29 2.331 -0.539 2.659
H30 0.864 2.151 2.481
H31 1.967 1.650 3.768
H32 0.420 0.832 3.577
C15 3.656 -7.819 -2.725
C16 4.529 -6.596 -2.474
C17 4.365 -6.014 -1.069
C18 2.961 -5.499 -0.742
C19 2.427 -4.421 -1.684
C20 3.261 -3.144 -1.667
H33 2.594 -7.582 -2.644
H34 3.831 -8.211 -3.729
H35 3.886 -8.613 -2.010
H36 4.318 -5.832 -3.229
H37 5.577 -6.878 -2.611
H38 5.091 -5.206 -0.936
H39 4.632 -6.780 -0.335
H40 2.969 -5.103 0.279
H41 2.258 -6.337 -0.732
H42 1.405 -4.172 -1.382
H43 2.360 -4.801 -2.707
H44 3.303 -2.720 -0.660
H45 2.822 -2.394 -2.330
H46 4.283 -3.324 -2.006

Properties
ΔE to the lowest compared entry with this formula, charge and spin (kcal/mol): 29.5
Total charge: +1
E_tot (eV): -27063.675

---

Formula: C5H9NO
Source: the Open Molecules 2025 dataset
Level of theory: ωB97M-V/def2-TZVPD

CARTESIAN COORDINATES (ANGSTROEM)
C1 1.366 0.673 -1.116
C2 0.395 0.154 -0.128
C3 -0.043 0.626 1.086
N1 -0.218 -0.356 1.988
C4 0.139 -1.637 1.338
C5 0.156 -1.360 0.000
H1 2.251 0.026 -0.966
H2 1.784 1.688 -0.940
H3 0.903 0.440 -2.020
H4 -0.142 1.645 1.469
H5 -0.193 -0.331 2.987
H6 0.411 -2.644 1.700
H7 0.207 -2.096 -0.868
H8 -3.005 0.916 -1.169
H9 -1.570 1.023 -1.563
O1 -2.439 1.232 -1.798

Properties
ΔE to the lowest compared entry with this formula, charge and spin (kcal/mol): 45.6
Total charge: +1
E_tot (eV): -8858.475
Multiplicity: 2

---

Formula: C7H13Cl3Si
Source: the Open Molecules 2025 dataset
Level of theory: ωB97M-V/def2-TZVPD

CARTESIAN COORDINATES (ANGSTROEM)
C1 0.037 2.387 -0.712
C2 0.089 1.250 0.313
C3 1.609 0.828 0.607
C4 1.772 -0.669 0.475
C5 0.339 -1.168 0.414
C6 0.204 -2.512 -0.186
C7 -0.447 -0.034 -0.323
Si1 -2.639 -0.104 -0.191
Cl1 -3.377 1.670 -0.697
Cl2 -3.727 -1.387 -1.309
Cl3 -2.920 -0.471 1.719
H1 0.917 2.982 -0.390
H2 -0.918 2.997 -0.492
H3 0.218 1.983 -1.688
H4 -0.201 1.651 1.291
H5 1.879 1.419 1.547
H6 2.216 1.508 -0.162
H7 2.365 -1.017 -0.323
H8 2.411 -1.164 1.287
H9 -0.123 -1.190 1.355
H10 1.047 -2.776 -0.898
H11 -0.677 -2.668 -0.834
H12 0.151 -3.360 0.498
H13 -0.226 -0.155 -1.301

Properties
ΔE to the lowest compared entry with this formula, charge and spin (kcal/mol): 8.5
E_tot (eV): -52917.618
SMILES string: C[C@@H]1CC[C@H](C)[C@H]1[Si](Cl)(Cl)Cl

---

Formula: C29H27N4O4PPdS
Source: the Open Molecules 2025 dataset
Level of theory: ωB97M-V/def2-TZVPD

CARTESIAN COORDINATES (ANGSTROEM)
Pd1 -0.342 -0.334 0.552
O1 -0.776 1.470 -1.213
N1 -0.930 2.672 -0.993
N2 -1.958 2.981 -0.270
O2 -2.851 2.169 0.244
C1 -2.100 4.380 -0.025
C2 -3.073 4.767 0.880
C3 -3.299 6.118 1.130
C4 -2.565 7.096 0.480
C5 -1.582 6.700 -0.425
C6 -1.344 5.359 -0.679
H1 -3.640 3.989 1.371
H2 -4.063 6.402 1.845
H3 -2.746 8.147 0.674
H4 -0.997 7.450 -0.947
H5 -0.583 5.046 -1.379
O3 3.245 1.429 2.370
S1 2.221 1.230 1.354
O4 1.028 2.004 1.551
N3 1.836 -0.295 1.089
C7 2.772 -1.180 0.626
C8 4.156 -1.054 0.752
C9 5.027 -2.096 0.387
C10 4.570 -3.285 -0.107
C11 3.181 -3.441 -0.330
C12 2.627 -4.620 -0.881
C13 1.295 -4.682 -1.142
C14 0.505 -3.533 -0.910
N4 0.971 -2.435 -0.391
C15 2.281 -2.382 -0.033
C16 2.973 1.768 -0.180
C17 2.427 1.350 -1.389
C18 3.102 1.626 -2.569
C19 4.312 2.308 -2.545
C20 4.844 2.737 -1.335
C21 4.175 2.461 -0.148
H6 4.556 -0.153 1.193
H7 6.094 -1.954 0.529
H8 5.246 -4.101 -0.338
H9 3.282 -5.456 -1.104
H10 0.846 -5.572 -1.566
H11 -0.547 -3.528 -1.178
H12 1.478 0.825 -1.388
H13 2.688 1.290 -3.513
H14 4.851 2.492 -3.468
H15 5.788 3.267 -1.316
H16 4.579 2.756 0.813
C22 -3.930 -0.468 1.763
P1 -2.524 -0.803 0.603
C23 -3.384 -0.631 -1.013
C24 -2.695 -2.666 0.740
C25 -3.118 -3.522 -0.276
C26 -3.206 -4.903 -0.084
C27 -2.872 -5.466 1.136
C28 -2.411 -4.633 2.156
C29 -2.311 -3.267 1.950
H17 -3.764 -1.003 2.698
H18 -4.877 -0.797 1.321
H19 -3.970 0.610 1.956
H20 -4.363 -1.128 -1.021
H21 -2.734 -1.060 -1.779
H22 -3.497 0.430 -1.215
H23 -3.380 -3.117 -1.246
H24 -3.552 -5.535 -0.894
H25 -2.959 -6.536 1.293
H26 -2.120 -5.058 3.110
H27 -1.897 -2.632 2.727

Properties
ΔE to the lowest compared entry with this formula, charge and spin (kcal/mol): 0.0
Total charge: -2
E_tot (eV): -68262.888